# C3H7N2OS

A gas-phase ion, C3H7N2OS (charge -1) (ωB97M-V with the def2-TZVPD basis set, the Open Molecules 2025 dataset).

Its SMILES is NC(=O)NCC[S-]. Its energy is -701.52619 Eh.

Structure (ORCA input):
```
! wB97M-V def2-TZVPD RIJCOSX def2/J DEFGRID3
* xyz -1 1
N -2.20 0.36 -0.79
C -1.68 -0.92 -0.78
O -2.24 -1.83 -1.39
N -0.56 -1.12 -0.04
C 0.22 -0.11 0.69
C 1.53 0.27 0.04
S 2.36 1.57 1.03
H -1.57 1.13 -0.68
H -2.84 0.47 -1.56
H -0.18 -2.04 -0.16
H 0.42 -0.49 1.69
H -0.37 0.79 0.84
H 2.20 -0.59 -0.08
H 1.38 0.67 -0.96
*
```

=====

# C46H37GeN6Re

A molecular structure, C46H37GeN6Re (ωB97M-V with the def2-TZVPD basis set, the Open Molecules 2025 dataset).

The expectation value of S² is 0.777. Its energy is -4258.78511 Eh.

Structure (ORCA input):
```
! wB97M-V def2-TZVPD RIJCOSX def2/J DEFGRID3
* xyz -1 2
Re 0.25 -0.60 0.28
C 6.27 -4.19 -1.92
C 5.28 -3.18 -1.41
C 5.68 -1.98 -0.84
C 4.75 -1.07 -0.40
C 3.35 -1.26 -0.52
N 2.49 -0.30 -0.08
C 2.81 1.04 -0.15
C 3.56 1.61 -1.19
C 3.78 2.97 -1.30
C 3.24 3.86 -0.38
C 3.41 5.35 -0.51
C 2.49 3.33 0.66
C 2.29 1.96 0.79
N 1.57 1.53 1.94
C 1.74 2.02 3.19
C 0.76 1.47 3.98
C 0.02 0.65 3.13
N 0.52 0.69 1.90
C 2.94 -2.53 -1.03
C 3.92 -3.42 -1.49
N 1.59 -2.97 -1.14
C 1.21 -4.23 -1.46
C -0.15 -4.25 -1.64
C -0.56 -2.95 -1.38
N 0.49 -2.18 -1.06
H 7.20 -3.70 -2.22
H 5.87 -4.72 -2.79
H 6.51 -4.93 -1.15
H 6.74 -1.76 -0.73
H 5.07 -0.15 0.06
H 3.96 0.94 -1.95
H 4.36 3.34 -2.13
H 4.11 5.60 -1.31
H 3.79 5.79 0.42
H 2.45 5.83 -0.73
H 2.03 3.99 1.38
H 2.56 2.68 3.43
H 0.59 1.64 5.03
H -0.81 0.00 3.35
H 3.61 -4.34 -1.95
H 1.90 -5.05 -1.53
H -0.75 -5.10 -1.90
H -1.54 -2.51 -1.37
N 1.42 -6.22 5.22
C 1.17 -5.34 4.52
C 0.88 -4.26 3.63
C 1.88 -3.33 3.34
C 1.62 -2.30 2.44
C 0.37 -2.16 1.79
C -0.61 -3.10 2.14
C -0.38 -4.12 3.04
H 2.85 -3.41 3.81
H 2.42 -1.60 2.23
H -1.60 -3.02 1.69
H -1.16 -4.84 3.28
C -1.12 0.36 -0.58
Ge -2.81 1.21 -0.76
C -4.17 -0.24 -0.91
C -5.22 -0.43 -0.01
C -6.08 -1.52 -0.14
C -5.90 -2.43 -1.17
C -4.86 -2.25 -2.07
C -4.01 -1.16 -1.94
C -3.10 2.30 0.86
C -2.93 3.68 0.88
C -2.93 4.39 2.07
C -3.08 3.72 3.28
C -3.24 2.34 3.28
C -3.24 1.64 2.09
C -3.04 2.34 -2.37
C -4.00 3.35 -2.44
C -4.16 4.11 -3.60
C -3.36 3.86 -4.71
C -2.41 2.85 -4.65
C -2.25 2.11 -3.49
H -5.37 0.27 0.80
H -6.89 -1.66 0.57
H -6.57 -3.28 -1.27
H -4.71 -2.96 -2.88
H -3.18 -1.03 -2.64
H -2.78 4.21 -0.06
H -2.79 5.46 2.06
H -3.08 4.27 4.21
H -3.32 1.82 4.23
H -3.33 0.56 2.10
H -4.64 3.56 -1.59
H -4.91 4.89 -3.64
H -3.49 4.44 -5.61
H -1.78 2.66 -5.51
H -1.48 1.34 -3.44
*
```